{"formula": "C22H19BrN6OSTi", "method": "ωB97M-V/def2-TZVPD", "symbols": ["Ti", "C", "N", "C", "C", "N", "C", "C", "C", "C", "C", "C", "N", "C", "N", "C", "C", "C", "C", "C", "C", "N", "H", "H", "H", "H", "H", "H", "H", "H", "H", "H", "H", "H", "H", "H", "H", "O", "C", "C", "C", "N", "C", "Br", "C", "H", "H", "H", "H", "S", "C"], "coordinates": [[0.625, -0.381, 0.139], [1.976, 1.730, -1.429], [1.086, 0.623, -1.780], [-0.171, 1.014, -2.427], [-1.332, 0.512, -1.625], [-1.201, -0.040, -0.433], [-2.467, -0.353, 0.006], [-2.903, -0.895, 1.211], [-4.260, -1.113, 1.351], [-5.164, -0.803, 0.332], [-4.751, -0.219, -0.851], [-3.391, 0.008, -1.000], [-2.641, 0.558, -2.018], [1.702, 2.145, -0.015], [0.937, 1.445, 0.797], [0.957, 2.084, 2.014], [0.321, 1.774, 3.211], [0.533, 2.630, 4.273], [1.345, 3.761, 4.158], [1.981, 4.081, 2.976], [1.778, 3.227, 1.905], [2.230, 3.240, 0.603], [1.856, 2.587, -2.117], [3.023, 1.400, -1.510], [1.585, -0.032, -2.379], [-0.229, 0.621, -3.455], [-0.228, 2.112, -2.507], [-2.199, -1.119, 2.000], [-4.635, -1.533, 2.270], [-6.212, -1.022, 0.475], [-5.457, 0.056, -1.618], [-3.003, 0.957, -2.868], [-0.311, 0.898, 3.282], [0.068, 2.426, 5.224], [1.480, 4.403, 5.015], [2.606, 4.953, 2.891], [2.885, 3.894, 0.207], [2.780, -5.172, -2.870], [2.154, -4.195, -2.204], [0.775, -3.948, -2.270], [0.238, -2.894, -1.564], [0.981, -2.061, -0.810], [2.296, -2.314, -0.760], [3.274, -1.037, 0.290], [2.934, -3.336, -1.409], [2.167, -5.734, -3.360], [0.137, -4.582, -2.869], [-0.826, -2.682, -1.576], [3.996, -3.492, -1.325], [0.327, -2.696, 2.695], [0.345, -1.484, 1.720]], "spin_multiplicity": 4, "s_squared": 3.779, "de_lowest_kj_mol": 105.6, "charge": 1, "homo_lumo_gap_ev": [5.579, 8.743]}